1.
# C33H47Cl2O2P3Pd

A structure of composition C33H47Cl2O2P3Pd (ωB97M-V/def2-TZVPD, OMol25).

Positions of all 88 atoms, in Å:
P  1.6035  1.2930  -2.5244
C  3.3069  1.3242  -2.1690
C  3.9109  0.7913  -3.3306
H  3.2774  0.1920  -3.9968
C  5.2197  1.1164  -3.5861
H  5.6597  0.7385  -4.4893
C  5.9150  1.9172  -2.6899
H  6.9411  2.1765  -2.9058
C  5.3488  2.4033  -1.5072
H  5.9061  3.0316  -0.8089
C  4.0207  2.0995  -1.1978
H  3.4966  2.4301  -0.2795
C  0.8909  -0.2230  -2.8891
C  1.4605  -1.4983  -2.6290
H  2.3658  -1.5948  -2.0337
C  0.8729  -2.6249  -3.2102
H  1.3215  -3.6353  -3.0594
C  -0.2633  -2.4804  -4.0375
H  -0.7044  -3.3725  -4.5139
C  -0.8234  -1.2146  -4.2675
H  -1.6802  -1.1098  -4.9451
C  -0.2817  -0.0957  -3.6698
H  -0.6717  0.8837  -3.8648
C  0.5913  2.6952  -2.3061
C  0.8552  3.3275  -3.5398
H  1.6277  2.8987  -4.1696
C  0.1182  4.4319  -3.8767
H  0.3110  4.9052  -4.8300
C  -0.8498  4.9180  -2.9970
H  -1.4330  5.7928  -3.2775
C  -1.0812  4.3177  -1.7507
H  -1.8356  4.7298  -1.0521
C  -0.3522  3.1839  -1.3623
H  -0.4591  2.7149  -0.3811
Pd  0.3991  -0.5989  2.4894
C  -1.5270  -1.3677  1.8580
C  -2.0809  -1.3550  0.6296
H  -1.9110  -1.7546  2.7965
C  -1.3138  -0.5935  -0.4747
O  -2.3076  0.2880  -1.0612
H  -1.8655  0.8998  -1.6774
C  -0.1790  0.1693  -0.0068
H  -1.0905  -1.3297  -1.2618
C  0.4555  0.5140  1.1167
Cl  -0.1560  -1.2171  4.6069
Cl  2.8106  0.1683  2.8060
P  1.8033  -2.4216  2.3039
C  2.6134  -2.7972  3.8697
H  1.8502  -2.8565  4.6516
H  3.3064  -1.9838  4.1062
H  3.1386  -3.7451  3.7366
C  0.6578  -3.7876  2.0117
H  0.1631  -3.6616  1.0415
H  -0.0942  -3.8050  2.8068
H  1.2621  -4.6991  2.0223
C  2.9750  -2.4843  0.9561
H  3.6192  -1.6005  0.9992
H  2.4497  -2.5248  -0.0042
H  3.5579  -3.3991  1.1080
P  -3.6563  -2.2086  0.2563
C  -4.1642  -3.2562  1.6318
C  -3.3778  -3.2049  -1.2254
H  -4.1894  -2.6592  2.5592
H  -3.4515  -4.0920  1.7454
H  -5.1713  -3.6563  1.4181
H  -2.9869  -2.5722  -2.0365
H  -4.3268  -3.6649  -1.5429
H  -2.6469  -3.9953  -0.9953
C  -4.8954  -0.9500  -0.0797
H  -5.1621  -0.4399  0.8558
H  -5.7892  -1.4154  -0.5186
H  -4.4437  -0.2291  -0.7745
H  1.2571  1.2705  0.9941
C  -3.1848  1.4960  2.8387
C  -1.9944  2.2816  2.3304
O  -0.7540  1.9325  2.9320
C  -0.7543  2.1833  4.3381
C  0.6549  2.1922  4.8832
H  -2.9644  0.4224  2.8710
H  -4.0331  1.6576  2.1660
H  -3.4762  1.8421  3.8369
H  -1.8703  2.1204  1.2522
H  -2.1744  3.3574  2.5008
H  -1.2555  3.1450  4.5444
H  -1.3053  1.3645  4.8247
H  1.3566  2.6996  4.2172
H  0.6454  2.6981  5.8539
H  0.9920  1.1611  5.0404

Output
Highest occupied orbital energy (spin up / spin down): -12.009 / -13.760 eV
Net charge: +2
<S²>: 6.06
E_LUMO (spin up / spin down): -5.1 / -8.2 eV
2S+1: 5
ΔE to the lowest compared entry with this formula, charge and spin: 186.2 kJ/mol

=====

2.
# C33H47F2INO8S2Si

A cluster of 2 separate species, C33H47F2INO8S2Si in total (ωB97M-V/def2-TZVPD, OMol25).

Positions of all 95 atoms, in Å:
C  4.3412  -5.2333  -0.2900
C  4.9956  -3.8281  0.1495
C  6.3911  -3.6970  0.8348
C  6.9320  -2.2804  1.2494
C  6.1119  -0.9746  0.9471
C  6.6838  0.4787  1.3799
C  7.2524  0.4400  2.9117
C  7.7939  1.0328  0.3300
C  4.7248  -1.0861  0.2138
O  4.0433  0.1372  -0.0731
C  3.9892  0.3711  -1.5277
C  2.4380  0.5624  -1.8911
C  2.0189  -0.6321  -2.9157
C  1.7125  0.0699  -4.3528
O  1.3895  -0.4379  -5.4424
O  1.8830  1.4465  -4.0457
C  1.9346  1.8961  -2.6356
C  0.3755  2.0897  -2.3121
C  0.0555  2.8138  -0.9164
C  -1.4002  2.5026  -0.3117
C  -2.5603  2.2692  -1.4017
C  -3.8338  3.2000  -0.9613
C  -4.9912  2.3494  -0.2037
C  -6.1878  2.1424  -1.2685
C  -7.6147  2.2116  -0.4785
Si  -7.9757  0.5887  0.4857
C  -6.5458  -0.6795  0.3626
C  -8.2156  0.9689  2.3633
C  -9.5526  -0.2322  -0.2940
C  -9.7770  -1.7685  -0.1958
C  -11.0267  -2.4478  -0.8316
C  -12.1055  -1.5822  -1.5771
C  -11.8874  -0.0531  -1.6934
C  -10.6352  0.6137  -1.0384
C  2.8984  3.1674  -2.7566
C  3.5561  3.6545  -1.3846
O  2.9893  3.7541  -0.2835
I  5.6833  4.2509  -1.5147
C  4.2240  -2.5065  -0.1306
H  4.8764  -5.7032  -1.1970
H  4.3266  -5.9732  0.5986
H  3.2422  -5.0464  -0.5512
H  6.9668  -4.6631  1.0118
H  7.9541  -2.2537  1.7504
H  5.7575  1.1674  1.4354
H  8.3273  0.8583  2.9800
H  6.6224  1.1503  3.5747
H  7.1695  -0.6014  3.3771
H  7.3708  1.9804  -0.1455
H  8.7270  1.3529  0.9285
H  8.0064  0.1870  -0.4028
H  4.6736  1.2222  -1.8650
H  4.3990  -0.5868  -2.0135
H  1.7601  0.3194  -0.9973
H  1.0118  -1.1578  -2.7211
H  2.8172  -1.3934  -3.2069
H  -0.0712  1.0235  -2.2354
H  -0.1406  2.5646  -3.2235
H  0.8188  2.3957  -0.1544
H  0.2037  3.9457  -1.0896
H  -1.6392  3.3213  0.4581
H  -1.2982  1.5291  0.3051
H  -2.9181  1.1867  -1.3211
H  -2.2997  2.5962  -2.4611
H  -4.2227  3.7184  -1.9175
H  -3.5395  4.0418  -0.2469
H  -5.3765  2.8984  0.7397
H  -4.6348  1.3251  0.1601
H  -6.2444  2.9837  -2.0580
H  -6.1149  1.1631  -1.8488
H  -8.3983  2.4324  -1.3009
H  -7.6026  3.1344  0.2039
H  -6.0083  -0.6871  -0.6493
H  -5.7616  -0.4410  1.1753
H  -6.9703  -1.7233  0.6171
H  -8.3519  -0.0383  2.8966
H  -9.1101  1.6646  2.5254
H  -7.2803  1.4770  2.7948
H  -9.0442  -2.4532  0.3379
H  -11.2052  -3.5830  -0.7955
H  -13.0446  -2.0523  -2.0384
H  -12.6369  0.6125  -2.2588
H  -10.5277  1.7417  -1.1296
H  2.2597  4.0524  -3.1461
H  3.7074  3.0139  -3.5629
H  3.2064  -2.6035  -0.6379
N  7.7601  -4.3581  4.5728
S  8.7169  -3.2125  5.0715
O  9.6644  -3.5475  6.1099
O  8.1890  -1.8666  5.0981
F  9.6911  -3.1210  3.8028
S  6.6904  -4.7421  5.6605
O  6.0080  -5.9880  5.3817
O  5.8436  -3.6924  6.1781
F  7.5657  -5.1436  6.9308

Output
Highest occupied orbital energy: -6.215 eV
Net charge: -1
E_LUMO: 1.3 eV
2S+1: 1

=====

Q: Among the records above, which one has the highest net charge?
A: C33H47Cl2O2P3Pd